No. 1
# C17H19N3OS

An isolated molecule of C17H19N3OS (ωB97M-V/def2-TZVPD, the OMol25 dataset).

Output
HOMO, eV: -8.439
Multiplicity: 1
Energy above the lowest of the compared OMol25 structures with the same formula, charge and spin, eV: 0.2039
Charge: 0
Structure (SMILES): Cc1cc(-c2ccccc2)nc(SCC(=O)N2CCCC2)n1
E_LUMO, Eh: 0.0128

Positions of all 41 atoms, in Å:
C -2.84 0.33 -2.51
C -1.43 0.24 -2.03
C -0.42 1.09 -2.46
C 0.86 0.89 -1.93
C 2.02 1.70 -2.32
C 3.11 1.78 -1.46
C 4.22 2.53 -1.79
C 4.26 3.21 -3.00
C 3.19 3.12 -3.88
C 2.07 2.37 -3.54
N 1.07 -0.05 -1.01
C 0.04 -0.79 -0.67
S 0.34 -2.00 0.57
C -1.38 -2.51 0.94
C -2.13 -1.43 1.71
O -3.04 -0.80 1.21
N -1.73 -1.23 2.97
C -0.72 -1.97 3.72
C -0.60 -1.19 5.03
C -2.00 -0.62 5.22
C -2.39 -0.23 3.80
N -1.18 -0.72 -1.15
H -3.01 -0.41 -3.29
H -3.05 1.32 -2.92
H -3.51 0.12 -1.69
H -0.63 1.89 -3.15
H 3.06 1.24 -0.52
H 5.05 2.60 -1.11
H 5.12 3.80 -3.27
H 3.22 3.63 -4.83
H 1.26 2.29 -4.24
H -1.88 -2.67 -0.02
H -1.30 -3.43 1.50
H 0.22 -2.01 3.17
H -1.07 -2.99 3.90
H -0.28 -1.83 5.85
H 0.12 -0.38 4.92
H -2.02 0.23 5.90
H -2.67 -1.39 5.61
H -3.47 -0.26 3.62
H -2.03 0.77 3.54

Atom charges from the Löwdin analysis, given in e for atoms 1 to 2: atom 1 (C): -0.02, atom 2 (C): -0.30

=====

No. 2
# C17H19N5O4

An isolated molecule of C17H19N5O4 in a non-equilibrium geometry (ωB97M-V/def2-TZVPD, the OMol25 dataset).

Output
HOMO, eV: -8.718
Multiplicity: 1
Energy above the lowest of the compared OMol25 structures with the same formula, charge and spin, eV: 0.1060
Charge: 0
Structure (SMILES): CCOC(=O)[C@H](CC)n1cnc2c(nnn2-c2cccc(OC)c2)c1=O
E_LUMO, Eh: 0.0028

Positions of all 45 atoms, in Å:
C -0.73 -2.11 4.61
C -2.22 -1.86 4.45
O -2.53 -1.42 3.12
C -2.92 -2.34 2.24
O -3.22 -3.47 2.50
C -3.17 -1.67 0.88
C -3.68 -2.66 -0.17
C -2.62 -3.65 -0.64
N -1.98 -0.96 0.44
C -2.11 0.16 -0.31
N -1.16 0.87 -0.80
C 0.08 0.40 -0.51
C 0.35 -0.74 0.26
N 1.69 -0.88 0.33
N 2.24 0.07 -0.31
N 1.30 0.88 -0.85
C 1.66 2.00 -1.61
C 0.69 2.83 -2.15
C 1.10 3.92 -2.90
C 2.43 4.19 -3.09
C 3.41 3.35 -2.54
O 4.70 3.70 -2.79
C 5.72 2.89 -2.25
C 3.02 2.25 -1.79
C -0.73 -1.52 0.79
O -0.69 -2.53 1.47
H -0.53 -2.49 5.61
H -0.40 -2.84 3.87
H -0.17 -1.19 4.45
H -2.79 -2.78 4.65
H -2.57 -1.06 5.11
H -3.95 -0.91 1.07
H -4.07 -2.10 -1.02
H -4.51 -3.21 0.29
H -3.07 -4.37 -1.32
H -1.82 -3.15 -1.17
H -2.21 -4.18 0.21
H -3.12 0.49 -0.51
H -0.35 2.61 -2.00
H 0.35 4.58 -3.33
H 2.76 5.04 -3.67
H 5.67 1.87 -2.64
H 5.69 2.87 -1.16
H 6.66 3.35 -2.58
H 3.72 1.57 -1.34

Atom charges from the Löwdin analysis, given in e for atoms 1 to 2: atom 1 (C): -0.06, atom 2 (C): -0.20

=====

No. 3
# C17H19NO

A cluster of 2 separate species, C17H19NO in total in a non-equilibrium geometry (ωB97M-V/def2-TZVPD, the OMol25 dataset).

Output
HOMO, eV: -7.693
Multiplicity: 1
Energy above the lowest of the compared OMol25 structures with the same formula, charge and spin, eV: 3.1610
Charge: 0
Structure (SMILES): Cc1c[nH]c2ccccc12.CCc1ccc(O)cc1
E_LUMO, Eh: 0.0316

Positions of all 38 atoms, in Å:
C -1.04 2.51 4.64
C 0.24 1.99 4.27
C 1.30 2.04 5.16
N 2.43 1.33 4.67
C 2.05 0.86 3.36
C 2.73 0.02 2.44
C 2.03 -0.30 1.29
C 0.65 -0.03 1.09
C 0.00 0.73 2.02
C 0.64 1.12 3.16
H -0.88 3.61 4.56
H -1.25 2.47 5.70
H -1.96 2.34 4.05
H 1.32 2.74 6.02
H 3.24 1.49 5.03
H 3.71 -0.23 2.67
H 2.58 -0.92 0.59
H 0.31 -0.38 0.11
H -1.03 1.11 1.81
C 0.65 0.75 -4.48
C 0.13 0.46 -2.98
C -0.81 -0.73 -2.97
C -0.18 -1.92 -2.54
C -0.99 -3.08 -2.54
C -2.27 -3.04 -2.97
O -2.98 -4.18 -3.27
C -2.90 -1.79 -3.40
C -2.18 -0.64 -3.34
H 0.96 -0.16 -5.02
H 1.59 1.22 -4.36
H 0.05 1.33 -5.14
H 0.94 0.28 -2.27
H -0.42 1.33 -2.61
H 0.81 -1.91 -2.03
H -0.52 -3.99 -2.26
H -2.60 -4.94 -2.86
H -3.89 -1.83 -3.85
H -2.47 0.35 -3.72

Atom charges from the Löwdin analysis, given in e for atoms 1 to 2: atom 1 (C): -0.08, atom 2 (C): -0.26

=====

No. 4
# C17H19NO

A cluster of 2 separate species, C17H19NO in total in a non-equilibrium geometry (ωB97M-V/def2-TZVPD, the OMol25 dataset).

Output
HOMO, eV: -7.887
Multiplicity: 1
Energy above the lowest of the compared OMol25 structures with the same formula, charge and spin, eV: 1.5427
Charge: 0
Structure (SMILES): Cc1c[nH]c2ccccc12.CCc1ccc(O)cc1
E_LUMO, Eh: 0.0312

Positions of all 38 atoms, in Å:
C 0.89 0.22 2.53
C 0.86 -1.28 2.64
C 1.31 -1.98 3.71
N 1.21 -3.34 3.45
C 0.77 -3.52 2.17
C 0.50 -4.70 1.49
C -0.03 -4.60 0.21
C -0.28 -3.34 -0.36
C 0.01 -2.19 0.33
C 0.55 -2.23 1.62
H 1.71 0.56 1.87
H 1.04 0.68 3.50
H -0.04 0.59 2.09
H 1.84 -1.78 4.63
H 1.56 -4.01 4.11
H 0.62 -5.65 2.01
H -0.19 -5.51 -0.32
H -0.69 -3.40 -1.36
H -0.35 -1.23 -0.04
C -1.82 3.22 1.17
C -1.78 2.11 0.11
C -0.98 2.50 -1.11
C 0.02 1.71 -1.61
C 0.62 1.93 -2.86
C 0.14 2.96 -3.63
O 0.56 3.21 -4.91
C -0.83 3.83 -3.13
C -1.36 3.61 -1.89
H -2.77 3.75 1.29
H -1.06 3.99 1.01
H -1.64 2.80 2.15
H -1.23 1.25 0.54
H -2.76 1.71 -0.08
H 0.34 0.84 -1.03
H 1.37 1.26 -3.26
H 1.01 2.43 -5.30
H -0.96 4.73 -3.72
H -2.07 4.34 -1.48

Atom charges from the Löwdin analysis, given in e for atoms 1 to 2: atom 1 (C): -0.04, atom 2 (C): -0.22

=====

No. 5
# C17H19NO4S

An isolated molecule of C17H19NO4S (ωB97M-V/def2-TZVPD, the OMol25 dataset).

Output
HOMO, eV: -7.919
Multiplicity: 1
Energy above the lowest of the compared OMol25 structures with the same formula, charge and spin, eV: 1.6773
Charge: 0
Structure (SMILES): CCCCOc1ccccc1NC(=O)c1scc2c1OCCO2
E_LUMO, Eh: 0.0229

Positions of all 42 atoms, in Å:
C -4.90 -3.41 -0.08
C -4.99 -1.99 -0.61
C -3.63 -1.30 -0.69
C -2.99 -1.07 0.68
O -1.81 -0.30 0.60
C -1.88 1.05 0.37
C -3.04 1.81 0.36
C -2.98 3.18 0.14
C -1.77 3.80 -0.07
C -0.60 3.05 -0.07
C -0.64 1.69 0.15
N 0.49 0.86 0.17
C 1.80 1.21 0.01
O 2.20 2.33 -0.19
C 2.71 0.06 0.09
S 2.19 -1.59 0.31
C 3.80 -2.18 0.30
C 4.70 -1.17 0.13
C 4.09 0.12 0.03
O 4.80 1.25 -0.12
C 6.18 1.08 0.17
C 6.71 -0.20 -0.48
O 6.05 -1.34 0.06
H -4.21 -4.00 -0.67
H -4.57 -3.43 0.96
H -5.88 -3.89 -0.12
H -5.65 -1.40 0.03
H -5.43 -2.01 -1.61
H -2.95 -1.89 -1.30
H -3.75 -0.33 -1.19
H -2.67 -2.01 1.11
H -3.71 -0.60 1.37
H -4.00 1.35 0.53
H -3.90 3.75 0.14
H -1.72 4.86 -0.25
H 0.36 3.52 -0.23
H 0.26 -0.11 0.34
H 4.00 -3.22 0.41
H 6.68 1.96 -0.23
H 6.32 1.02 1.26
H 7.77 -0.34 -0.27
H 6.54 -0.16 -1.56

Atom charges from the Löwdin analysis, given in e for atoms 1 to 2: atom 1 (C): -0.11, atom 2 (C): -0.26

=====

No. 6
# C17H19NO4S

A structure of composition C17H19NO4S in a non-equilibrium geometry (ωB97M-V/def2-TZVPD, the OMol25 dataset).

Output
HOMO, eV: -7.892
Multiplicity: 1
Energy above the lowest of the compared OMol25 structures with the same formula, charge and spin, eV: 17.3521
Charge: 0
E_LUMO, Eh: -0.0102

Positions of all 42 atoms, in Å:
C -5.20 -1.75 0.71
C -3.82 -1.04 0.33
C -3.69 0.41 0.61
C -2.62 1.00 0.37
C -1.59 0.18 -0.36
C -1.78 -1.09 -0.45
C -2.98 -1.83 -0.07
C -2.99 -3.15 -0.67
H -2.09 -3.50 -1.06
H -3.15 -3.79 0.34
H -3.83 -3.16 -1.25
H -0.98 -1.43 -1.01
C -0.31 0.86 -0.59
O 0.32 1.78 0.36
C 0.16 0.89 -2.05
H -0.10 -0.12 -2.19
H -0.30 1.49 -2.49
O 1.52 1.15 -1.91
C 2.43 0.49 -1.34
O 1.89 -0.56 -0.60
C 3.73 0.84 -1.37
N 4.41 0.28 -0.10
C 5.34 -0.74 -0.53
O 5.55 -1.16 -1.53
S 5.99 -1.38 0.67
C 5.16 -0.39 1.86
C 4.37 0.24 1.10
C 3.51 1.69 1.54
H 2.38 1.36 1.33
H 3.50 1.50 2.73
H 3.85 2.60 1.17
H 5.11 -0.47 2.81
H 3.84 1.97 -1.15
H 4.20 0.44 -2.26
C -2.62 2.42 0.74
H -1.71 2.86 1.45
H -3.48 2.83 1.04
H -2.42 3.10 0.11
H -4.70 0.88 1.10
H -5.78 -2.05 -0.19
H -5.00 -2.64 1.49
H -6.13 -1.00 1.30

Atom charges from the Löwdin analysis, given in e for atoms 1 to 2: atom 1 (C): -0.05, atom 2 (C): -0.24

=====

No. 7
# C17H19NOsPS

A structure of composition C17H19NOsPS in a non-equilibrium geometry (ωB97M-V/def2-TZVPD, the OMol25 dataset).

Output
HOMO (alpha / beta), eV: -9.373 / -11.991
Expectation value of S²: 6.02
Multiplicity: 5
Charge: +1
E_LUMO (alpha / beta), Eh: -0.0980 / -0.1552

Positions of all 40 atoms, in Å:
C 0.29 -1.94 -0.44
C 1.59 -2.37 -0.35
C 2.74 -1.56 -0.41
C 2.76 -0.17 -0.54
C 1.68 0.70 -0.67
Os 0.35 -0.17 0.21
P -2.00 -0.77 0.60
H -0.50 -2.72 -0.50
H 1.76 -3.44 -0.27
H 3.70 -2.09 -0.44
H 1.97 1.73 -0.91
H 3.77 0.27 -0.58
H -2.51 -0.39 1.88
H -2.32 -2.15 0.69
H -3.05 -0.35 -0.27
N -0.58 1.65 0.40
S -0.03 3.20 -0.09
C -1.25 3.79 -1.28
C -2.27 2.96 -1.74
C -3.22 3.47 -2.64
C -3.10 4.78 -3.13
C -2.03 5.58 -2.72
C -1.10 5.08 -1.81
C -0.45 4.09 1.42
C -1.04 5.36 1.40
C -1.45 5.95 2.60
C -1.24 5.30 3.82
C -0.59 4.06 3.84
C -0.17 3.47 2.64
H -1.51 1.78 0.82
H -2.33 1.94 -1.38
H -4.05 2.84 -2.97
H -3.84 5.17 -3.83
H -1.92 6.59 -3.11
H -0.26 5.70 -1.48
H -1.20 5.86 0.46
H -1.94 6.92 2.58
H -1.58 5.75 4.75
H -0.41 3.55 4.78
H 0.36 2.51 2.65

Atom charges from the Löwdin analysis, given in e for atoms 1 to 2: atom 1 (C): -0.41, atom 2 (C): -0.24

=====

No. 8
# C17H20Cl10N2O4

A cluster of 7 separate species, C17H20Cl10N2O4 in total in a non-equilibrium geometry (ωB97M-V/def2-TZVPD, the OMol25 dataset).

Output
HOMO, eV: -9.897
Multiplicity: 1
Charge: 0
Structure (SMILES): O=[N+]([O-])c1ccccc1.O=[N+]([O-])c1ccccc1.ClCCl.ClCCl.ClCCl.ClCCl.ClCCl
E_LUMO, Eh: -0.0288

Positions of all 53 atoms, in Å:
O 7.86 11.91 11.88
N 7.46 13.03 12.05
O 7.32 13.55 13.17
C 7.08 13.73 10.86
C 6.77 12.92 9.74
C 6.27 13.51 8.59
C 5.99 14.90 8.68
C 6.33 15.69 9.79
C 6.89 15.09 10.88
H 6.87 11.83 9.77
H 6.16 13.06 7.58
H 5.65 15.41 7.79
H 6.41 16.72 9.71
H 7.14 15.63 11.77
O 9.63 11.40 8.55
N 9.65 10.21 8.81
O 9.18 9.31 8.11
C 10.39 9.74 9.96
C 10.23 8.45 10.39
C 10.87 8.11 11.52
C 11.72 9.03 12.19
C 12.04 10.30 11.64
C 11.28 10.66 10.54
H 9.57 7.70 9.79
H 10.63 7.15 11.95
H 12.08 8.81 13.22
H 12.70 11.08 12.07
H 11.41 11.63 10.23
Cl 5.11 8.26 12.12
C 5.94 9.67 11.58
Cl 7.28 9.23 10.42
H 5.23 10.26 11.05
H 6.33 10.31 12.34
Cl 4.91 10.59 7.35
C 6.31 9.85 6.64
Cl 6.16 9.70 4.89
H 7.12 10.51 6.83
H 6.50 8.88 7.16
Cl 10.45 12.26 14.64
C 9.31 10.99 14.44
Cl 9.57 9.63 15.52
H 8.34 11.44 14.65
H 9.38 10.74 13.38
Cl 6.74 20.33 10.54
C 8.47 20.52 10.40
Cl 9.31 18.92 10.35
H 8.75 21.01 9.50
H 8.98 21.07 11.17
Cl 7.86 18.98 13.54
C 6.17 19.32 13.83
Cl 5.17 18.12 12.93
H 5.91 19.26 14.89
H 5.87 20.31 13.44

Atom charges from the Löwdin analysis, given in e for atoms 1 to 2: atom 1 (O): 0.01, atom 2 (N): -0.32